# 1
10
Properties=species:S:1:pos:R:3:mulliken_charge:R:1 method="wB97M-V/def2-TZVPD" total_charge=-1 orbital_gap_ev=7.7 lumo_ha=0.1330 e_above_lowest_kj_mol=0.0
C -0.48002 1.10561 -2.10873 0.58
O 0.46783 -1.35173 4.51055 -0.49
O 0.47386 -0.69652 -0.35005 -0.67
O 0.17515 -0.85640 2.12511 -0.32
F -0.93175 2.08271 -1.29043 -0.25
F -1.21472 1.21256 -3.23679 -0.26
F 0.77013 1.47143 -2.43903 -0.24
P 1.08395 -1.57363 3.20026 0.21
S -0.62750 -0.59099 -1.45354 -0.04
H 0.28307 -0.80303 1.04264 0.49


# 2
9
Properties=species:S:1:pos:R:3:mulliken_charge:R:1 method="wB97M-V/def2-TZVPD" total_charge=0 orbital_gap_ev=12.1 lumo_ha=0.0002 e_above_lowest_kj_mol=49.5
C -0.93078 0.27047 -0.03749 0.90
O 0.21016 -0.18430 0.58544 -0.39
O 2.49040 -1.02334 -0.67891 -0.36
O -2.02260 -0.18130 0.50302 -0.47
F -0.95673 1.54970 -0.06507 -0.23
F -0.92659 -0.26776 -1.38573 -0.31
F 2.21880 1.31076 0.23661 -0.26
S 1.96893 -0.34689 0.44975 0.78
H -2.05158 -1.12734 0.39239 0.33


# 3
14
Properties=species:S:1:pos:R:3:lowdin_spin:R:1 method="wB97M-V/def2-TZVPD" total_charge=+1 orbital_gap_ev="10.0 / 4.3" spin_multiplicity=6 s2=8.78 lumo_ha="-0.1770 / -0.3906" e_above_lowest_kj_mol=0.0
Ru 0.94990 2.31923 0.41805 3.41
N 0.69330 -0.91022 0.19344 0.02
S 1.82936 0.16750 -0.86023 0.06
O 3.13431 -0.45833 -0.56540 0.58
O 1.39747 0.00460 -2.26134 0.37
S -0.67754 -0.34726 0.75141 0.03
O -0.51769 1.13961 0.81016 0.15
O -1.15652 -1.01470 1.94302 0.00
C -2.04942 -0.51903 -0.50183 0.01
F -1.81447 0.27591 -1.52517 0.00
F -2.09742 -1.77544 -0.89631 0.00
F -3.19045 -0.17543 0.06087 0.00
F 2.26752 2.87227 1.57205 0.36
H 1.23165 -1.57870 0.86128 0.00


# 4
6
Properties=species:S:1:pos:R:3:mulliken_charge:R:1 method="wB97M-V/def2-TZVPD" total_charge=0 orbital_gap_ev="8.5 / 6.0" lumo_ha="-0.0144 / -0.0898" e_above_lowest_kj_mol=273.6
C -0.69564 0.86650 0.51715 -0.32
F -1.85493 1.17969 -0.16630 -0.20
S 0.44278 -2.48880 -0.19594 -0.22
I 1.14071 1.64655 0.00499 0.16
I 1.99874 -1.69263 -1.65816 0.19
H -1.03167 0.48869 1.49825 0.39


# 5
5
Properties=species:S:1:pos:R:3:mulliken_charge:R:1 method="wB97M-V/def2-TZVPD" total_charge=0 orbital_gap_ev="7.6 / 8.0" lumo_ha="-0.0668 / -0.0483" e_above_lowest_kj_mol=647.2
C 0.76763 -0.00925 0.73175 -0.05
N -0.54311 -0.71331 -1.44904 -0.25
F 0.33430 -1.03514 1.38557 -0.03
I -0.11439 1.72507 1.38915 0.10
H -0.44443 0.03263 -2.05744 0.23


# 6
6
Properties=species:S:1:pos:R:3:mulliken_charge:R:1 method="wB97M-V/def2-TZVPD" total_charge=0 orbital_gap_ev="8.9 / 8.1" lumo_ha="-0.0054 / -0.0316" e_above_lowest_kj_mol=251.1
C 0.74738 0.63941 -0.05634 -0.20
N -0.48936 -2.05360 -0.14183 0.17
O -1.42247 -1.75238 0.49974 -0.13
F 1.09031 0.86934 -1.34985 -0.18
I -1.28032 1.09221 0.53751 0.07
H 1.35446 1.20502 0.51077 0.28


# 7
5
Properties=species:S:1:pos:R:3:mulliken_charge:R:1 method="wB97M-V/def2-TZVPD" total_charge=0 orbital_gap_ev=13.3 lumo_ha=0.0188 e_above_lowest_kj_mol=8.8
C 2.89170 -0.05583 0.12482 0.69
O 2.87028 0.99673 -0.29941 -0.33
O 2.82155 -1.09106 0.63707 -0.37
F -0.26116 0.69806 0.25098 -0.39
H -0.84979 1.06578 -0.40713 0.40


# 8
6
Properties=species:S:1:pos:R:3:mulliken_charge:R:1 method="wB97M-V/def2-TZVPD" total_charge=0 orbital_gap_ev=8.5 lumo_ha=-0.0636 e_above_lowest_kj_mol=280.7
C -0.24829 0.79263 -0.18914 0.00
O -2.39576 -0.73150 -0.35991 -0.46
O -2.18557 1.06257 -2.05275 -0.46
F 0.56730 1.54926 -0.91001 -0.15
S -1.58084 0.17805 -1.10903 0.85
H 0.31561 -0.17019 0.23987 0.22


# 9
6
Properties=species:S:1:pos:R:3:lowdin_spin:R:1 method="wB97M-V/def2-TZVPD" total_charge=+1 orbital_gap_ev="8.4 / 9.9" spin_multiplicity=2 s2=0.75 lumo_ha="-0.1552 / -0.2149" e_above_lowest_kj_mol=47.1
O 1.98734 -0.16065 -0.02527 0.17
C 3.02127 0.24013 0.19952 0.01
H -2.51815 0.73052 0.82518 0.01
O -2.43071 0.22534 0.01214 0.25
Hg -0.50039 -0.53407 -0.26438 0.52
Li -3.85105 0.08252 -0.99768 0.05


# 10
6
Properties=species:S:1:pos:R:3:lowdin_spin:R:1 method="wB97M-V/def2-TZVPD" total_charge=+1 orbital_gap_ev="7.7 / 7.8" spin_multiplicity=2 s2=0.79 lumo_ha="-0.2009 / -0.2054" e_above_lowest_kj_mol=604.6
O -0.37050 -0.61484 1.56026 0.80
C 0.46250 1.24022 -0.52881 0.04
O -0.20236 1.75780 -1.42054 0.03
Li -0.16902 3.15358 -2.54411 0.00
Hg 0.21791 -0.63518 -0.08045 0.13
H 1.43156 1.63971 -0.18203 0.00


# 11
7
Properties=species:S:1:pos:R:3:mulliken_charge:R:1 method="wB97M-V/def2-TZVPD" total_charge=-1 orbital_gap_ev=6.9 lumo_ha=0.1051 e_above_lowest_kj_mol=0.0
C 0.84163 0.13772 -0.40551 -0.75
O -1.56294 0.00872 -1.78327 -0.55
O 0.00381 -1.82374 -2.24958 -0.56
S -0.21761 -0.37119 -2.22639 0.58
I 1.17326 2.26660 -0.46810 -0.05
I 2.62702 -0.96003 0.07160 -0.04
H 0.14868 -0.03614 0.41295 0.37


# 12
8
Properties=species:S:1:pos:R:3:mulliken_charge:R:1 method="wB97M-V/def2-TZVPD" total_charge=-1 orbital_gap_ev="6.3 / 6.1" lumo_ha="0.0529 / 0.0607" e_above_lowest_kj_mol=291.6
C -2.76337 0.34078 -0.59234 -0.51
O 2.86860 -0.76385 -1.08207 -0.45
O 2.20040 -0.91103 1.36869 -0.44
S 2.64659 1.74076 0.53631 -0.35
S 2.29621 -0.18996 0.11580 0.55
I -0.31576 -0.15746 -0.69329 0.07
I -3.95208 -1.26886 0.15923 -0.06
H -2.98060 1.20962 0.18767 0.20


# 13
8
Properties=species:S:1:pos:R:3:mulliken_charge:R:1 method="wB97M-V/def2-TZVPD" total_charge=-1 orbital_gap_ev=6.0 lumo_ha=0.0665 e_above_lowest_kj_mol=1.3
C -2.03198 0.74635 -0.34372 -0.29
O 2.68907 -1.96751 1.20373 -0.51
O 0.47054 -1.36809 0.17968 -0.48
S -3.36181 1.23372 -1.08394 -0.21
S 1.74208 -0.93155 0.77575 0.44
I 2.93974 0.24776 -1.17249 -0.42
I -0.46084 2.12829 0.20954 0.07
H -1.98679 -0.08898 0.23145 0.40


# 14
6
Properties=species:S:1:pos:R:3:mulliken_charge:R:1 method="wB97M-V/def2-TZVPD" total_charge=0 orbital_gap_ev=7.4 lumo_ha=-0.0442 e_above_lowest_kj_mol=199.5
C -0.37902 -0.21830 -0.33143 0.04
O 0.80200 0.07982 -0.78313 -0.50
S -1.18971 1.01942 0.61369 -0.11
S -0.64098 -0.91604 1.33644 -0.12
I 2.26639 0.75225 0.45126 0.30
H -0.85868 -0.71715 -1.28684 0.39


# 15
6
Properties=species:S:1:pos:R:3:mulliken_charge:R:1 method="wB97M-V/def2-TZVPD" total_charge=0 orbital_gap_ev=8.1 lumo_ha=-0.0190 e_above_lowest_kj_mol=233.9
C 0.63606 0.12393 -0.00793 -0.01
O -0.43992 1.22822 0.30163 -0.49
S 0.03122 -1.11579 -1.13373 -0.10
S 0.36653 -1.37427 0.92168 -0.04
I -2.26870 0.54010 0.13833 0.27
H 1.67482 0.59781 -0.21999 0.37


# 16
6
Properties=species:S:1:pos:R:3:mulliken_charge:R:1 method="wB97M-V/def2-TZVPD" total_charge=+1 orbital_gap_ev="6.7 / 6.7" lumo_ha="-0.1977 / -0.1977"
O 0.00715 1.37532 1.00924 -0.67
C 0.43079 -2.40845 -1.49775 0.01
O -0.18709 -1.32171 -1.26620 -0.21
In -0.32469 -0.02722 0.05427 0.90
Li 0.70648 2.70998 1.78505 0.91
H 1.15215 -2.60071 -0.63574 0.07


# 17
6
Properties=species:S:1:pos:R:3:lowdin_spin:R:1 method="wB97M-V/def2-TZVPD" total_charge=+2 orbital_gap_ev="9.4 / 7.5" spin_multiplicity=3 s2=2.00 lumo_ha="-0.4272 / -0.4943" e_above_lowest_kj_mol=329.9
H -1.48291 0.47128 -0.26525 0.00
O -0.96628 -0.18107 0.96918 0.13
C -0.27509 0.46638 0.10205 0.03
O 0.64273 -0.23960 -0.44284 0.05
Li 1.44900 0.99800 -1.58265 0.00
Ni 0.63255 -1.51498 1.21951 1.78


# 18
8
Properties=species:S:1:pos:R:3:mulliken_charge:R:1 method="wB97M-V/def2-TZVPD" total_charge=-1 orbital_gap_ev=9.5 lumo_ha=0.1533 e_above_lowest_kj_mol=135.2
C -0.33619 1.24470 -0.60545 0.68
N -0.09419 0.11178 0.63588 -0.54
N 0.65402 -0.96125 0.48878 1.08
O -1.13940 0.74373 -1.34090 -0.61
O 0.30391 2.24624 -0.52954 -0.59
O 1.73388 -0.98577 -0.06839 -0.67
O 0.14756 -2.00712 0.81169 -0.69
H -1.26959 -0.39231 0.60794 0.34


# 19
8
Properties=species:S:1:pos:R:3:mulliken_charge:R:1 method="wB97M-V/def2-TZVPD" total_charge=-1 orbital_gap_ev=8.5 lumo_ha=0.1454 e_above_lowest_kj_mol=273.9
C 1.85936 -0.53999 0.04615 0.78
N 0.93599 0.12497 0.63972 -0.65
N -1.72948 0.34682 0.05567 0.55
O 1.41681 0.21055 -0.98308 -0.43
O 2.66207 -1.42363 0.27657 -0.69
O -1.81372 -0.21567 -1.05140 -0.46
O -2.50717 1.27389 0.30396 -0.52
H -0.82387 0.22307 0.71242 0.42


# 20
8
Properties=species:S:1:pos:R:3:mulliken_charge:R:1 method="wB97M-V/def2-TZVPD" total_charge=-1 orbital_gap_ev=9.3 lumo_ha=0.1574 e_above_lowest_kj_mol=74.1
C -1.57294 -0.60383 0.03562 0.71
N 1.13178 -0.50504 -0.23101 -0.76
N 0.75187 0.66477 0.07305 1.13
O -1.48411 -0.86929 -1.07102 -0.44
O -0.55680 0.91761 0.17376 -0.58
O -2.09075 -0.62992 1.08387 -0.52
O 1.62248 1.51868 0.26766 -0.75
H 2.19847 -0.49298 -0.33193 0.21